This record from the OMol25 dataset describes a cluster of 11 separate species, C33H66O33 in total at a distorted geometry. The level of theory is ωB97M-V/def2-TZVPD.

## Properties
SMILES	COC(=O)OC.COC(=O)OC.COC(=O)OC.COC(=O)OC.COC(=O)OC.COC(=O)OC.COC(=O)OC.COC(=O)OC.COC(=O)OC.COC(=O)OC.COC(=O)OC
spin multiplicity	1
HOMO-LUMO gap	10.586	eV
LUMO	0.0	eV
total energy	-3779.7551	Ha

Geometry (Å):
C1 -8.9507 1.9744 -4.6811
O1 -9.5884 1.2975 -5.7251
C2 -10.8423 0.7744 -5.5846
O2 -11.5513 0.7559 -4.5459
O3 -11.1457 0.2042 -6.7603
C3 -12.4171 -0.3386 -7.0238
H1 -9.5335 2.7438 -4.1748
H2 -8.0423 2.3722 -5.1334
H3 -8.5687 1.3776 -3.8529
H4 -12.7071 -1.0671 -6.2667
H5 -12.3480 -0.8814 -7.9666
H6 -13.2168 0.3939 -7.1330
C4 11.7688 5.8694 -4.5502
O4 10.5352 5.4416 -3.9525
C5 10.2961 5.7573 -2.6554
O5 11.1022 6.2184 -1.8211
O6 9.0656 5.3782 -2.4119
C6 8.5784 5.5620 -1.1119
H7 12.0137 5.3857 -5.4958
H8 12.5990 5.5240 -3.9341
H9 11.7469 6.9583 -4.5944
H10 8.1442 6.5419 -0.9131
H11 9.3257 5.3015 -0.3623
H12 7.8294 4.7766 -1.0109
C7 -4.3731 6.8410 -4.2753
O7 -5.6470 7.2180 -3.9473
C8 -6.3292 8.0752 -4.6407
O8 -5.9094 8.9755 -5.3258
O9 -7.6443 7.8133 -4.4253
C9 -8.5894 8.8349 -4.2070
H13 -3.7180 7.2568 -3.5097
H14 -3.9197 7.2241 -5.1894
H15 -4.1279 5.7855 -4.1573
H16 -9.2315 9.0272 -5.0665
H17 -8.0480 9.7370 -3.9220
H18 -9.2179 8.5574 -3.3608
C10 9.3093 -0.0752 0.2513
O10 10.6617 0.0898 0.5735
C11 10.9891 0.4480 1.8300
O11 10.2479 0.5905 2.7502
O12 12.3743 0.5734 1.8745
C12 12.9291 0.9882 3.1546
H19 9.2257 -0.6031 -0.6987
H20 8.8049 0.8907 0.2252
H21 8.8080 -0.6018 1.0633
H22 12.6544 1.9771 3.5217
H23 14.0158 0.9857 3.2385
H24 12.6431 0.3783 4.0116
C13 -2.6639 -7.3009 -1.1894
O13 -3.1644 -7.6046 0.1095
C14 -2.9907 -8.6128 0.8071
O14 -2.2776 -9.5535 0.4923
O15 -3.6266 -8.4549 1.9815
C15 -3.5242 -9.4648 2.9286
H25 -2.6162 -6.2238 -1.3494
H26 -3.2185 -7.7829 -1.9945
H27 -1.6023 -7.5421 -1.1341
H28 -4.1156 -10.2715 2.4954
H29 -3.8958 -9.1101 3.8900
H30 -2.4982 -9.8042 3.0705
C16 -1.4766 -0.1068 -1.6680
O16 -0.8290 0.6065 -0.5967
C17 0.2978 0.2097 -0.1408
O17 0.9255 -0.7980 -0.5416
O18 0.8446 1.0165 0.9083
C18 2.1721 0.6494 1.4116
H31 -2.4092 0.3768 -1.9585
H32 -1.5910 -1.1192 -1.2806
H33 -0.7198 -0.2055 -2.4462
H34 2.8977 0.6145 0.5989
H35 2.1685 -0.3704 1.7967
H36 2.5627 1.3408 2.1582
C19 0.1337 -5.4132 7.8358
O19 -0.9985 -4.6301 7.3542
C20 -0.8786 -3.8207 6.3015
O20 0.2146 -3.4402 5.8977
O21 -2.0472 -3.4670 5.9385
C21 -2.3857 -2.6130 4.8919
H37 1.0103 -4.7928 8.0226
H38 0.5360 -6.1265 7.1164
H39 -0.0016 -6.0766 8.6900
H40 -2.5137 -3.2793 4.0388
H41 -1.6684 -1.8676 4.5485
H42 -3.2953 -2.0547 5.1132
C22 6.7489 -5.0540 -3.7672
O22 6.0152 -4.5664 -2.6781
C23 5.4372 -5.3771 -1.8724
O23 5.2012 -6.5588 -2.0788
O24 5.0480 -4.6907 -0.7780
C24 4.3639 -5.3358 0.2977
H43 7.3234 -4.1803 -4.0748
H44 5.8912 -5.3910 -4.3494
H45 7.4748 -5.8515 -3.6084
H46 4.0911 -4.5336 0.9834
H47 4.8805 -6.1397 0.8220
H48 3.4613 -5.7407 -0.1601
C25 -8.3805 -3.3267 -0.1164
O25 -9.2794 -2.4436 0.4851
C26 -8.8090 -1.2636 0.9081
O26 -7.6953 -0.8385 0.8816
O27 -9.8385 -0.6100 1.2936
C27 -9.7376 0.8582 1.6274
H49 -8.9117 -3.9364 -0.8473
H50 -7.8162 -3.8988 0.6200
H51 -7.6253 -2.8438 -0.7366
H52 -9.0582 1.0281 2.4627
H53 -10.7417 1.0266 2.0167
H54 -9.4695 1.5526 0.8312
C28 -0.7403 2.3998 8.1847
O28 0.3927 2.5936 9.0170
C29 0.3271 2.5822 10.3410
O29 -0.7291 2.3677 10.9070
O30 1.5308 2.7337 10.8482
C30 1.6808 2.6869 12.2254
H55 -1.4377 1.6162 8.4811
H56 -0.5372 2.1571 7.1417
H57 -1.3177 3.3141 8.0475
H58 0.7698 2.3849 12.7420
H59 1.7837 3.7207 12.5552
H60 2.5303 2.0994 12.5733
C31 2.5695 -0.8287 -6.3224
O31 2.1284 0.4837 -6.1293
C32 2.6698 1.2856 -5.2911
O32 3.7534 1.1447 -4.7909
O33 1.8838 2.3775 -5.1446
C33 2.2437 3.3982 -4.2704
H61 2.7974 -1.4181 -5.4343
H62 3.4303 -0.9231 -6.9844
H63 1.7395 -1.2674 -6.8761
H64 1.8692 4.3231 -4.7091
H65 3.3215 3.5563 -4.2338
H66 2.0106 3.1117 -3.2449

Atoms 1-2, force components in eV/Å:
0.9 0.6 1.1
-1.8 -1.0 -0.4

***

This record from the OMol25 dataset describes a structure of composition C33H66O33 at a distorted geometry. The level of theory is ωB97M-V/def2-TZVPD.

## Properties
spin multiplicity	1
HOMO-LUMO gap	9.462	eV
LUMO	0.6	eV
total energy	-3778.9515	Ha

Geometry (Å):
C1 -13.0994 25.4795 -27.4058
O1 -14.3291 25.1869 -26.7371
C2 -14.9437 25.9501 -25.8514
O2 -14.6660 27.1316 -25.6824
O3 -15.9672 25.3072 -25.3162
C3 -16.7799 25.9747 -24.3543
H1 -12.6458 24.5778 -27.8171
H2 -12.3255 25.7934 -26.7053
H3 -13.1684 26.3651 -28.0374
H4 -16.7543 25.2138 -23.5742
H5 -17.7457 26.1638 -24.8229
H6 -16.3412 26.9026 -23.9873
C4 -14.1057 23.5645 -23.7996
O4 -12.9242 24.2638 -23.9442
C5 -12.0916 23.9913 -24.8959
O5 -12.1363 22.9367 -25.5663
O6 -11.2176 24.9501 -24.9269
C6 -10.1329 24.8532 -25.8577
H7 -14.7065 23.7260 -22.9045
H8 -14.0322 22.4775 -23.8314
H9 -14.8100 23.7472 -24.6112
H10 -9.5785 25.7899 -25.7992
H11 -10.4485 24.7036 -26.8902
H12 -9.4701 24.0003 -25.7115
C7 -16.6917 25.0517 -19.3202
O7 -16.0846 24.6078 -18.1340
C8 -16.5227 23.4156 -17.5783
O8 -17.4835 22.7124 -17.9572
O9 -15.6775 23.1436 -16.5613
C9 -15.7449 21.8998 -15.9723
H13 -16.6179 26.0966 -19.6216
H14 -17.7476 24.8049 -19.2094
H15 -16.3340 24.3964 -20.1143
H16 -16.2619 22.0603 -15.0262
H17 -14.7250 21.6158 -15.7129
H18 -16.3604 21.1236 -16.4269
C10 -15.4051 19.2910 -18.3977
O10 -15.2057 19.9984 -17.1798
C11 -14.2426 19.6186 -16.2960
O11 -13.7203 18.4646 -16.2767
O12 -14.0266 20.6747 -15.4345
C12 -12.9534 20.7032 -14.4944
H19 -16.3449 19.6253 -18.8372
H20 -15.4062 18.2176 -18.2084
H21 -14.5517 19.4945 -19.0446
H22 -12.9980 21.6901 -14.0338
H23 -12.0182 20.7000 -15.0542
H24 -12.9334 19.9140 -13.7429
C13 -16.1220 21.0218 -23.1639
O13 -17.2545 21.8017 -23.5820
C14 -17.0651 22.7926 -24.4823
O14 -15.9619 23.2062 -24.9257
O15 -18.2266 23.2459 -24.9150
C15 -18.3143 24.2502 -25.9699
H25 -16.1016 20.0458 -23.6490
H26 -16.2441 20.8906 -22.0888
H27 -15.1645 21.5328 -23.2651
H28 -17.6124 24.1407 -26.7966
H29 -18.1035 25.2638 -25.6288
H30 -19.3688 24.1226 -26.2149
C16 -13.8125 26.9778 -23.3213
O16 -14.4867 25.9872 -22.6098
C17 -13.8574 25.3247 -21.6272
O17 -12.7444 25.6715 -21.2449
O18 -14.7356 24.5323 -21.0606
C18 -14.2525 23.7225 -19.9787
H31 -14.4187 27.3104 -24.1639
H32 -12.8563 26.6184 -23.7015
H33 -13.6572 27.7890 -22.6099
H34 -13.1712 23.6349 -19.8737
H35 -14.6130 22.6964 -20.0509
H36 -14.5540 24.1222 -19.0105
C19 -14.6577 16.5241 -20.6004
O19 -16.0126 17.0180 -20.5706
C20 -16.2173 18.3230 -20.9046
O20 -15.3513 19.1989 -20.8677
O21 -17.4954 18.3816 -21.1932
C21 -18.0915 19.6294 -21.6445
H37 -14.0124 17.1715 -20.0066
H38 -14.1518 16.5374 -21.5658
H39 -14.6011 15.4930 -20.2517
H40 -17.8709 19.7783 -22.7015
H41 -17.6718 20.4818 -21.1104
H42 -19.1616 19.6166 -21.4376
C22 -19.7531 16.9310 -18.6288
O22 -21.0181 17.5111 -18.9092
C23 -21.0714 18.8045 -19.4535
O23 -20.1155 19.5768 -19.5508
O24 -22.2677 19.1115 -19.8255
C24 -22.5638 20.2944 -20.5594
H43 -19.6691 16.7524 -17.5568
H44 -18.8898 17.4889 -18.9918
H45 -19.7374 15.9432 -19.0894
H46 -22.1784 21.1993 -20.0898
H47 -23.6353 20.4673 -20.6598
H48 -22.2404 20.2390 -21.5988
C25 -17.0226 18.3289 -17.1372
O25 -18.2047 18.3158 -16.4333
C26 -18.4636 19.1032 -15.3495
O26 -17.6686 19.8987 -14.8009
O27 -19.7906 18.9157 -15.0322
C27 -20.3547 19.5595 -13.9283
H49 -16.8861 19.3339 -17.5365
H50 -17.0537 17.6150 -17.9603
H51 -16.1508 18.0611 -16.5402
H52 -19.9414 20.5304 -13.6550
H53 -20.3146 18.9621 -13.0175
H54 -21.4084 19.8094 -14.0526
C28 -16.3187 23.9155 -22.3571
O28 -16.2285 22.7764 -21.5195
C29 -17.3432 22.4043 -20.7840
O29 -18.4865 22.9013 -20.9258
O30 -17.0540 21.3767 -19.9477
C30 -18.1603 20.8327 -19.1788
H55 -17.2513 24.0010 -22.9150
H56 -15.5855 23.9143 -23.1637
H57 -16.0676 24.8133 -21.7922
H58 -18.6138 21.6153 -18.5706
H59 -17.7650 20.1380 -18.4377
H60 -18.8548 20.2514 -19.7853
C31 -19.7254 27.5775 -24.7291
O31 -19.8838 27.0135 -23.4508
C32 -19.4554 25.7102 -23.2048
O32 -18.6408 25.0654 -23.8473
O33 -20.2707 25.2569 -22.2510
C33 -20.2439 23.9244 -21.7099
H61 -19.8514 28.6404 -24.5227
H62 -20.4800 27.1807 -25.4082
H63 -18.6810 27.4870 -25.0277
H64 -21.1449 23.6004 -21.1891
H65 -19.2737 23.7868 -21.2326
H66 -20.1733 23.1494 -22.4732

Atoms 1-2, force components in eV/Å:
0.8 1.4 1.2
-0.1 -1.8 -0.2